# 1
Entry from the Open Molecules 2025 dataset: a molecular structure, C32H28N3O2RhS3 at a distorted geometry (ωB97M-V with the def2-TZVPD basis set).

Properties
orbital gap (alpha / beta)	7.394 / 5.648	eV
max |F|	0.0364	hartree/bohr
total charge	0
2S+1	5
⟨S²⟩	6.0297

Atoms and positions in Å:
Rh 2.449 -0.008 -0.509
S 4.243 -0.550 1.048
C 5.379 -1.371 0.080
C 6.488 -1.977 0.746
C 7.433 -2.679 0.047
C 7.290 -2.853 -1.336
C 6.257 -2.297 -2.021
C 5.249 -1.557 -1.325
S 3.940 -0.891 -2.243
H 6.573 -1.858 1.814
H 8.246 -3.140 0.581
H 8.037 -3.424 -1.863
H 6.168 -2.441 -3.093
C -3.469 5.139 4.305
C -4.591 5.750 3.509
O -5.372 6.516 4.008
S -4.896 5.280 1.791
C -3.477 4.309 1.332
C -3.620 2.948 1.270
C -2.535 2.137 0.874
C -1.309 2.696 0.536
C -1.192 4.102 0.617
C -2.262 4.883 0.960
C -0.162 1.884 0.199
C 0.792 1.175 -0.025
H -2.562 5.032 3.699
H -3.752 4.136 4.666
H -3.309 5.782 5.160
H -4.596 2.508 1.494
H -2.641 1.076 0.819
H -0.224 4.529 0.337
H -2.168 5.949 0.927
C 4.249 4.122 -2.012
C 3.617 4.577 -0.686
C 3.440 3.288 0.118
O 3.771 2.214 -0.791
C 3.727 2.714 -2.142
H 5.356 4.091 -1.916
H 3.975 4.758 -2.829
H 2.663 5.045 -0.850
H 4.253 5.276 -0.158
H 2.417 3.114 0.437
H 4.073 3.136 0.984
H 2.714 2.680 -2.507
H 4.335 2.029 -2.702
N -3.598 -4.105 0.448
C -4.768 -4.646 -0.048
C -5.862 -5.206 0.620
C -6.793 -5.800 -0.211
C -6.669 -5.775 -1.606
C -5.590 -5.201 -2.227
C -4.577 -4.656 -1.422
N -3.332 -4.183 -1.786
C -2.769 -3.902 -0.620
C -1.406 -3.321 -0.499
C -0.859 -2.938 0.723
C 0.392 -2.279 0.715
N 1.050 -1.985 -0.402
C 0.569 -2.487 -1.547
C -0.661 -3.190 -1.661
H -3.358 -4.074 1.419
H -5.919 -5.234 1.701
H -7.632 -6.322 0.236
H -7.437 -6.279 -2.173
H -5.463 -5.227 -3.305
H -1.329 -3.081 1.697
H 0.842 -1.975 1.644
H 1.181 -2.385 -2.423
H -1.010 -3.577 -2.626

# 2
Entry from the Open Molecules 2025 dataset: 9 unconnected molecules or ions with the total composition C32H54O18 at a distorted geometry (ωB97M-V with the def2-TZVPD basis set).

Properties
orbital gap	10.212	eV
SMILES string	O=C1CCCO1.O=C1CCCO1.O=C1CCCO1.O=C1CCCO1.O=C1CCCO1.O=C1CCCO1.O=C1CCCO1.OCCO.OCCO
max |F|	0.0611	hartree/bohr
total charge	0

Atoms and positions in Å:
O 1.795 -1.186 -4.732
C 2.579 -0.774 -3.915
C 3.974 -1.361 -3.522
C 4.334 -0.589 -2.239
C 3.541 0.665 -2.373
O 2.485 0.410 -3.318
H 3.886 -2.511 -3.391
H 4.499 -1.053 -4.392
H 4.064 -1.223 -1.346
H 5.396 -0.293 -2.137
H 3.054 1.021 -1.492
H 4.120 1.463 -2.797
O -0.473 -7.966 2.333
C -0.292 -7.447 1.261
C -0.873 -7.792 -0.062
C -0.746 -6.559 -0.920
C 0.588 -6.066 -0.323
O 0.595 -6.459 1.049
H -0.409 -8.649 -0.549
H -1.942 -8.053 0.005
H -0.646 -6.731 -1.996
H -1.604 -5.884 -0.740
H 1.416 -6.633 -0.790
H 0.756 -4.969 -0.349
O -2.016 1.657 5.399
C -1.786 0.713 6.149
C -2.754 -0.424 6.347
C -2.001 -1.286 7.351
C -0.516 -0.820 7.274
O -0.579 0.438 6.678
H -3.759 -0.016 6.659
H -2.795 -0.859 5.325
H -2.373 -1.057 8.381
H -2.178 -2.368 7.259
H -0.125 -0.874 8.294
H 0.219 -1.413 6.644
O 2.632 3.483 -0.438
C 1.729 3.837 0.259
C 0.906 3.112 1.351
C 0.088 4.150 2.058
C 0.054 5.226 1.030
O 1.182 5.041 0.106
H 0.330 2.334 0.788
H 1.522 2.535 2.066
H -0.904 3.826 2.348
H 0.716 4.464 2.902
H -0.891 5.186 0.482
H 0.235 6.249 1.447
O 6.340 1.094 0.927
C 5.463 0.411 1.443
C 3.951 0.676 1.663
C 3.642 -0.324 2.774
C 4.630 -1.419 2.541
O 5.788 -0.822 1.941
H 3.832 1.773 1.970
H 3.467 0.564 0.713
H 3.745 0.131 3.803
H 2.610 -0.707 2.770
H 5.001 -1.872 3.464
H 4.255 -2.235 1.923
O 1.656 -3.161 0.318
C 0.910 -2.273 0.087
C -0.636 -2.166 -0.024
C -0.967 -0.737 -0.346
C 0.316 -0.345 -0.992
O 1.379 -1.077 -0.375
H -0.934 -2.676 -0.929
H -1.157 -2.535 0.882
H -1.803 -0.639 -1.076
H -1.256 -0.121 0.570
H 0.338 -0.681 -2.008
H 0.652 0.712 -1.021
O -0.685 2.480 -1.617
C -0.800 3.272 -2.468
C 0.290 3.864 -3.252
C -0.390 4.084 -4.607
C -1.700 4.566 -4.082
O -2.009 3.741 -2.948
H 0.554 4.802 -2.826
H 1.175 3.257 -3.352
H 0.150 4.728 -5.313
H -0.577 3.069 -5.020
H -1.780 5.634 -3.697
H -2.514 4.470 -4.735
O -6.077 1.242 1.146
C -5.314 1.275 -0.060
C -4.298 2.400 0.173
O -3.584 2.133 1.315
H -7.018 0.982 1.048
H -4.855 0.317 -0.246
H -6.000 1.446 -0.917
H -4.755 3.363 0.219
H -3.508 2.462 -0.566
H -4.201 2.103 2.032
O -3.357 0.365 -2.902
C -2.503 -0.601 -3.511
C -1.841 -0.191 -4.806
O -0.718 0.608 -4.631
H -2.902 1.178 -2.687
H -1.672 -0.845 -2.859
H -3.122 -1.466 -3.786
H -2.611 0.343 -5.416
H -1.604 -1.050 -5.400
H -0.030 -0.095 -4.666

# 3
Entry from the Open Molecules 2025 dataset: C4H8N2O in the gas phase (ωB97M-V with the def2-TZVPD basis set).

Properties
orbital gap	10.552	eV
SMILES string	C[C@@]1(C(N)=O)CN1
max |F|	0.0092	hartree/bohr
total charge	0

Atoms and positions in Å:
C -1.150 -1.264 0.287
C -0.220 -0.089 0.077
C 1.244 -0.421 0.297
N 2.162 0.333 -0.376
O 1.562 -1.304 1.074
C -0.708 1.030 -0.767
N -0.542 1.217 0.666
H -2.175 -0.911 0.447
H -1.153 -1.917 -0.594
H -0.827 -1.854 1.147
H 1.890 1.196 -0.817
H 3.110 0.272 -0.034
H -0.055 1.626 -1.403
H -1.712 0.910 -1.173
H -1.424 1.176 1.169

# 4
Entry from the Open Molecules 2025 dataset: 2 unconnected molecules or ions with the total composition C5H5F3NO2 at a distorted geometry (ωB97M-V with the def2-TZVPD basis set).

Properties
orbital gap	8.594	eV
max |F|	0.0533	hartree/bohr
total charge	-1

Atoms and positions in Å:
C 2.679 0.432 0.139
C -0.622 0.160 0.599
C 0.249 -0.534 -0.375
C -0.866 -1.291 0.280
C -1.613 1.251 0.115
N 1.476 -0.602 -0.662
O 3.735 0.257 -0.345
O 2.087 0.994 1.027
F -0.845 -0.392 -2.569
F -0.437 -2.175 1.283
F -2.163 -1.602 -0.122
H -0.129 0.396 1.481
H -1.383 2.221 0.781
H -2.572 0.854 0.336
H -1.547 1.466 -0.964
H 1.949 -1.434 -1.004

# 5
Entry from the Open Molecules 2025 dataset: a molecular structure, N3O9Tl at a distorted geometry (ωB97M-V with the def2-TZVPD basis set).

Properties
orbital gap	1.741	eV
max |F|	0.1360	hartree/bohr
total charge	0

Atoms and positions in Å:
Tl 1.701 -0.643 2.709
N -2.013 1.977 -0.885
O -1.715 1.737 0.320
O -2.492 1.113 -1.579
O -1.576 2.974 -1.400
N 3.491 2.980 -0.674
O 3.156 1.880 -0.788
O 3.322 3.865 -1.592
O 3.847 3.205 0.507
N -1.925 -4.721 0.852
O -1.093 -4.461 1.700
O -2.046 -4.170 -0.178
O -2.657 -5.737 1.009

# 6
Entry from the Open Molecules 2025 dataset: C7H9NOS in the gas phase at a distorted geometry (ωB97M-V with the def2-TZVPD basis set).

Properties
orbital gap	9.504	eV
max |F|	0.1131	hartree/bohr
total charge	0

Atoms and positions in Å:
C 2.755 -1.281 0.284
C 2.876 -0.426 -0.902
C 1.866 -0.690 1.133
C 1.888 0.524 -0.765
C -2.249 0.563 -0.075
C -1.360 0.366 0.877
C -3.317 -0.495 -0.446
N 1.295 0.414 0.458
O -0.099 2.550 -0.078
S 0.168 1.549 0.980
H 3.370 -2.190 0.570
H 3.569 -0.568 -1.712
H 1.456 -0.787 2.075
H 1.673 1.388 -1.383
H -2.122 1.394 -0.739
H -1.147 -0.413 1.460
H -4.187 0.130 -0.533
H -2.916 -0.832 -1.438
H -3.520 -1.195 0.235

Record order is preserved below.
Relative energy (zero: lowest compared OMol25 entry of this formula, charge and spin): 0.0 0.0 32.4 56.5 89.7 52.2 kcal/mol